The following is a quantum chemistry calculation of C4H6N2O in the gas phase, from the Open Molecules 2025 dataset.

## Properties
Energy relative to the best compared isomer or geometry (same formula, charge and spin): 227.1 kJ/mol
Kohn-Sham gap: 9.06 eV
LUMO: 0.029 hartree
SMILES string: OC1=NCN=CC1

Last columns: bonded neighbours and bond lengths (Å).
Element x y z (Å)
1 O 0.17 -2.33 -0.16  C2 1.338, H8 0.968
2 C 0.02 -1.01 -0.03  O1 1.338, N3 1.285, C7 1.501
3 N -0.75 -0.53 0.88  C2 1.285, C4 1.445
4 C -1.25 0.82 0.78  N3 1.445, N5 1.432, H9 1.093, H10 1.095
5 N 0.04 1.44 0.75  C4 1.432, C6 1.289
6 C 0.90 1.17 -0.17  N5 1.289, C7 1.506, H11 1.082
7 C 0.90 -0.15 -0.89  C2 1.501, C6 1.506, H12 1.092, H13 1.101
8 H -0.45 -2.78 0.44  O1 0.968
9 H -1.89 1.04 -0.08  C4 1.093
10 H -1.74 1.08 1.73  C4 1.095
11 H 1.67 1.91 -0.37  C6 1.082
12 H 1.90 -0.58 -0.97  C7 1.092
13 H 0.48 -0.07 -1.90  C7 1.101